[1]
The following is a DFT calculation (ωB97M-V with the def2-TZVPD basis set) of 2 unconnected molecules or ions with the total composition C4H7NO in a non-equilibrium geometry.

The geometry in XYZ format:
```
13
Properties=species:S:1:pos:R:3:forces:R:3
C -1.0510 0.6029 -1.4048 -0.0984 0.0613 0.0802
C 0.0204 -0.3804 -1.0275 -0.3311 -0.4856 -0.4472
C 1.5599 0.1311 1.0563 0.3795 0.0471 0.7166
N 0.4602 -0.1475 1.6817 -0.7962 -0.0423 -0.4885
C -0.6949 -0.5049 1.7043 0.4195 0.3741 0.5268
O -0.2379 -1.3961 -0.4141 0.0994 0.0000 -1.1060
H -1.3580 0.4643 -2.4501 0.2127 -0.0615 0.1254
H -1.9231 0.4089 -0.7757 0.1118 0.1213 -0.0036
H -0.7090 1.6364 -1.2992 -0.0140 -0.1116 0.0247
H 1.0504 -0.1621 -1.3686 -0.1148 -0.0959 -0.0003
H 2.1182 -0.6815 0.5966 -0.2478 0.1823 0.0611
H 2.0266 1.0772 1.2653 0.2097 0.0970 0.0948
H -1.2581 -1.0505 2.4391 0.1698 -0.0860 0.4161
```
Positions in Å, forces in eV/Å.

Values from the calculation:
frontier orbital gap = 8.88 eV
DFT total energy = -7795.1716 eV

***

[2]
The following is a DFT calculation (ωB97M-V with the def2-TZVPD basis set) of a molecular structure, C4H7NO in a non-equilibrium geometry.

The geometry in XYZ format:
```
13
Properties=species:S:1:pos:R:3:forces:R:3
C -0.5952 0.8485 -0.9824 -0.2796 0.0255 0.0176
C 0.4446 0.2974 -0.0543 -0.7916 -2.5374 -1.4437
O 1.4589 1.1984 0.2923 1.4127 -1.7640 -1.4823
C -0.0245 -0.4916 1.1572 -0.1819 0.0308 0.1403
C -0.8723 -1.6064 0.7403 -0.7019 -0.8471 -0.1437
N -1.5385 -2.4722 0.3621 0.6394 0.7992 0.3490
H -0.1046 1.3586 -1.8170 -0.1111 -0.1412 0.1515
H -1.2054 0.0215 -1.3518 -0.1200 0.2154 -0.0792
H -1.2240 1.5736 -0.4596 -0.0073 -0.0354 0.0033
H 1.0686 -0.5486 -0.7395 -2.0752 0.5475 0.8485
H 1.7946 0.3714 -0.3233 2.4465 3.7288 1.8197
H -0.5708 0.1733 1.8331 -0.0295 -0.0409 -0.0589
H 0.8526 -0.8595 1.7013 -0.2007 0.0187 -0.1221
```
Positions in Å, forces in eV/Å.

Values from the calculation:
frontier orbital gap = 11.33 eV
DFT total energy = -7796.3642 eV

***

[3]
The following is a DFT calculation (ωB97M-V with the def2-TZVPD basis set) of a single C4H7NO molecule in a non-equilibrium geometry.

The geometry in XYZ format:
```
13
Properties=species:S:1:pos:R:3:forces:R:3
C 1.9051 -0.8490 -0.0699 0.8399 -0.9637 0.4094
C 0.6166 -0.4217 0.6368 0.5026 0.1007 0.2692
C -1.0622 0.3151 -0.9885 -0.1725 -0.2026 -0.0326
C -1.3377 0.9973 0.2982 -0.5323 0.9371 0.2176
H 2.2553 -0.1201 -0.8438 -0.1081 -0.3301 0.2340
H 0.8956 -0.0381 1.6468 -0.1105 -0.4538 -0.5510
H -0.0419 -1.3046 0.7476 0.1554 0.2434 0.0884
H -1.1192 0.8422 -1.9274 0.0404 0.1330 -0.0589
H -1.3009 -0.7423 -1.0413 -0.0743 0.0075 -0.0257
H -1.5745 2.0745 0.3334 0.0767 -0.6756 -0.1271
H -1.7895 0.4214 1.0963 -0.0353 -0.1211 0.0117
N 0.0090 0.6838 -0.0830 0.5904 -0.2364 -0.0457
O 2.5443 -1.8584 0.1947 -1.1722 1.5616 -0.3894
```
Positions in Å, forces in eV/Å.

Values from the calculation:
frontier orbital gap = 10.82 eV
DFT total energy = -7797.2067 eV
structure (SMILES) = O=CCN1CC1

***

[4]
The following is a DFT calculation (ωB97M-V with the def2-TZVPD basis set) of a single C4H7NO molecule in a non-equilibrium geometry.

The geometry in XYZ format:
```
13
Properties=species:S:1:pos:R:3:forces:R:3
C -1.8001 -0.9597 -0.0594 -0.1851 0.0262 0.0472
C -0.4995 -0.4676 0.5078 -0.1612 -0.0340 0.1218
O -0.2857 -0.3985 1.7225 -0.0926 -0.0720 -0.3108
C 0.5144 -0.2047 -0.4885 -0.3773 0.0271 0.0384
C 0.9283 1.1792 -0.7135 -0.0179 0.1900 -0.1502
N 1.7273 0.4182 0.2624 -0.1418 -0.3782 0.1200
H -2.0249 -0.4251 -0.9883 -0.0442 -0.0694 0.1095
H -2.6007 -0.8446 0.6711 0.0119 -0.0227 -0.0954
H -1.6860 -2.0173 -0.3217 -0.0451 0.1575 0.0819
H 2.3509 -0.3060 -0.0448 0.9570 0.5505 0.2078
H 0.3957 1.9854 -0.2024 0.1559 -0.0473 -0.0577
H 1.4643 1.5073 -1.6031 -0.1272 -0.1434 0.0791
H 1.5161 0.5333 1.2579 0.0675 -0.1844 -0.1916
```
Positions in Å, forces in eV/Å.

Values from the calculation:
frontier orbital gap = 9.05 eV
DFT total energy = -7795.9873 eV
structure (SMILES) = C/C([O-])=C1\C[NH2+]1

***

[5]
The following is a DFT calculation (ωB97M-V with the def2-TZVPD basis set) of a single C4H7NO molecule in a non-equilibrium geometry.

The geometry in XYZ format:
```
13
Properties=species:S:1:pos:R:3:forces:R:3
C -0.6280 0.1753 2.0298 -3.1961 -1.1413 -2.8948
C -1.3478 -0.2165 0.8811 -0.0838 2.0216 3.9157
C -1.1094 0.0212 -0.6063 -4.7001 2.1378 2.9079
C 2.1629 -0.2716 -0.6340 -3.4132 -5.5058 -3.4571
H 0.2339 0.7311 2.0400 2.6308 0.6723 -0.9936
H -0.9513 0.2230 3.0638 -1.0804 -0.7498 -0.2581
H -2.4553 -0.3366 1.0493 1.1982 -0.8057 -0.0057
H -1.7529 1.0949 -0.6700 0.1429 -3.4557 -0.8354
H -1.2854 -1.0414 -1.0268 -0.0471 2.3321 -0.6350
H 2.7012 -1.3814 -1.0672 -1.1707 3.7962 2.0180
H 2.5482 0.6853 -0.7454 1.2131 1.6651 0.3269
N 0.8554 -0.4548 -0.8341 5.9788 -1.2517 0.6277
O 0.0636 0.6198 -0.8536 2.5276 0.2850 -0.7165
```
Positions in Å, forces in eV/Å.

Values from the calculation:
frontier orbital gap = 10.02 eV
DFT total energy = -7792.8056 eV
structure (SMILES) = C=CCON=C

***

[6]
The following is a DFT calculation (ωB97M-V with the def2-TZVPD basis set) of a single C4H7NO molecule.

The geometry in XYZ format:
```
13
Properties=species:S:1:pos:R:3:forces:R:3
C 1.0567 -0.7787 0.3932 0.1254 -0.3098 -0.2882
C 0.5575 -0.3333 -0.9472 0.1497 0.0327 -0.0295
O -0.8614 -0.1530 -0.9155 -0.0225 -0.0621 -0.0149
C -1.2620 1.0684 -0.3818 -0.1562 0.1951 0.0272
C -0.7105 1.3985 0.9874 0.4058 -0.3227 0.1181
N 0.1959 0.8008 1.5344 -0.4210 0.3035 -0.1732
H 2.1441 -0.7268 0.4998 -0.1427 0.0400 0.0339
H 0.9228 0.1700 1.8674 -0.0220 0.0898 0.0538
H 0.6437 -1.7345 0.7198 0.0358 0.1310 -0.0198
H 0.7382 -1.0669 -1.7444 0.0010 0.0945 0.1495
H 1.0430 0.6081 -1.2549 -0.0691 -0.1245 0.0594
H -2.3520 1.0474 -0.3099 0.1502 0.0294 0.0075
H -0.9839 1.9151 -1.0325 -0.0343 -0.0968 0.0760
```
Positions in Å, forces in eV/Å.

Values from the calculation:
frontier orbital gap (alpha / beta) = 7.94 / 7.85 eV
DFT total energy = -7793.7084 eV

***

[7]
The following is a DFT calculation (ωB97M-V with the def2-TZVPD basis set) of a single C4H7NO molecule in a non-equilibrium geometry.

The geometry in XYZ format:
```
13
Properties=species:S:1:pos:R:3:forces:R:3
C -1.3717 0.3139 -0.6907 -0.0692 0.0151 -0.9172
C -0.0456 0.1149 -0.0675 2.3753 -1.4834 -0.0908
C 0.3433 -1.2080 0.4840 -1.1326 -1.0639 1.1972
N 1.2469 -0.9642 -0.5222 -0.9941 0.3148 -1.8037
C 0.6846 1.2484 0.4370 0.8224 0.4444 0.9425
O 1.8785 1.2296 0.6739 -0.4324 0.6938 0.3009
H -1.4476 1.2223 -1.2461 0.1871 0.8256 -0.4082
H -1.6761 -0.4409 -1.3830 0.1781 -0.8073 -0.4323
H -2.1732 0.3523 0.0233 -0.1710 -0.0674 0.8555
H 0.6847 -1.2847 1.4941 0.2064 0.0869 0.7042
H -0.3394 -1.9936 0.2172 -0.6853 -0.2734 0.1857
H 2.1349 -0.7365 -0.0748 -0.3295 1.1478 -0.3951
H 0.0807 2.1465 0.6548 0.0447 0.1669 -0.1387
```
Positions in Å, forces in eV/Å.

Values from the calculation:
frontier orbital gap = 9.88 eV
DFT total energy = -7796.4859 eV
structure (SMILES) = C[C@@]1(C=O)CN1

***

[8]
The following is a DFT calculation (ωB97M-V with the def2-TZVPD basis set) of a single C4H7NO molecule in a non-equilibrium geometry.

The geometry in XYZ format:
```
13
Properties=species:S:1:pos:R:3:forces:R:3
C 2.0577 0.2059 0.0935 0.2649 0.0739 0.1498
O 1.0361 -0.2904 -0.7440 0.0017 0.0160 -0.0140
C -0.2160 0.3133 -0.5295 -0.1872 0.1226 0.0149
C -1.1776 -0.7151 0.0840 0.0217 -0.0625 0.0163
C -2.4539 -0.0954 0.4443 -0.8818 0.4582 0.2423
N -3.4441 0.4327 0.7242 0.9449 -0.5106 -0.2758
H 2.2756 1.2638 -0.1207 -0.0533 -0.2015 0.0194
H 1.8079 0.1137 1.1634 -0.0181 -0.0325 -0.2293
H 2.9514 -0.3890 -0.1093 -0.1260 0.1138 0.0439
H -0.1321 1.1869 0.1325 -0.0136 -0.1516 -0.1119
H -0.6158 0.6585 -1.4906 0.0624 -0.0364 0.1396
H -0.7307 -1.1579 0.9804 -0.0535 0.0914 -0.0999
H -1.3585 -1.5269 -0.6281 0.0378 0.1193 0.1046
```
Positions in Å, forces in eV/Å.

Values from the calculation:
frontier orbital gap = 11.18 eV
DFT total energy = -7798.0963 eV
structure (SMILES) = COCCC#N

***

[9]
The following is a DFT calculation (ωB97M-V with the def2-TZVPD basis set) of 2 unconnected molecules or ions with the total composition C4H7NO in a non-equilibrium geometry.

The geometry in XYZ format:
```
13
Properties=species:S:1:pos:R:3:forces:R:3
O 1.2697 -0.2358 1.8867 0.1047 -0.0868 1.4726
C 0.7805 0.2102 -0.4907 -0.7152 0.0949 -0.1748
C -0.0864 -0.7339 -1.1805 -0.1219 -0.1992 -0.8375
C -0.8080 -0.2581 0.0412 0.5071 0.1795 -0.3462
C -1.7427 0.8320 -0.1362 -0.1892 0.8806 -0.2774
N -2.4301 1.7484 -0.3178 0.6162 -0.9987 0.2462
H 1.5543 0.6654 2.0640 0.1249 0.0050 0.2002
H 1.8149 -0.0926 -0.2681 -1.1357 -0.1420 0.7377
H 0.7141 1.2818 -0.6444 -0.2872 -0.1436 -0.4809
H 0.2547 -1.7554 -1.0261 -0.0846 0.0664 -0.4129
H -0.4773 -0.4987 -2.1501 -0.3118 -0.1482 -0.4106
H 0.3620 -0.1204 1.5636 0.5546 -0.0501 0.3568
H -1.2136 -1.0370 0.7155 0.9382 0.5422 -0.0733
```
Positions in Å, forces in eV/Å.

Values from the calculation:
frontier orbital gap = 10.71 eV
DFT total energy = -7796.2638 eV
structure (SMILES) = N#CC1CC1.O

***

[10]
The following is a DFT calculation (ωB97M-V with the def2-TZVPD basis set) of a single C4H7NO molecule.

The geometry in XYZ format:
```
13
Properties=species:S:1:pos:R:3:forces:R:3
C 0.0873 1.7947 -0.1716 -0.0890 -0.0945 -0.0013
C -0.3609 -1.6280 -1.0015 -0.3730 -0.2086 -0.3635
O 0.3429 -1.7335 0.2267 -0.1381 -0.3359 0.0362
C -0.1120 -0.6293 0.9751 0.0825 0.1519 0.0869
C -0.3641 0.3754 -0.1415 0.3322 -0.0518 -0.3308
N -0.6195 -0.2180 -1.2369 0.4586 -0.1502 0.1549
H 1.0768 1.8050 0.2547 0.5116 0.0058 0.2832
H 0.1980 2.0690 -1.2049 -0.1327 0.2235 -0.4213
H -0.4663 2.5534 0.3389 -0.6649 0.2555 0.4827
H 0.2650 -2.0067 -1.8127 -0.0144 -0.0370 0.1571
H -1.2956 -2.2006 -0.9779 -0.0687 -0.0273 0.0703
H 0.6406 -0.3347 1.7048 0.0892 0.0172 -0.0724
H -1.0343 -0.8945 1.5190 0.0066 0.2514 -0.0820
```
Positions in Å, forces in eV/Å.

Values from the calculation:
frontier orbital gap = 10.78 eV
DFT total energy = -7797.9837 eV
structure (SMILES) = CC1=NCOC1